Molecular formula: C9H9N3O2
Method: DFT, ωB97M-V/def2-TZVPD

XYZ file:
```
23
Properties=species:S:1:pos:R:3:forces:R:3
O 2.60783 -1.47087 1.41260 -1.8 2.7 -2.5
C 2.20805 -0.51997 0.65667 2.6 -2.2 4.1
C 2.41366 0.85328 0.88541 2.7 0.6 5.8
C 2.43730 1.84923 0.07862 -0.2 2.9 -4.0
N 2.17937 1.54433 -1.22477 -1.8 1.6 -4.0
C 1.68649 0.27071 -1.55937 2.6 1.2 -0.9
O 1.63088 -0.14199 -2.69753 -1.2 0.5 -0.1
N 1.62648 -0.59386 -0.50197 -4.2 -5.1 -4.5
H 2.98744 1.09827 1.76088 -0.5 -0.2 1.0
H 2.69752 2.93882 0.12634 0.0 -1.4 1.1
H 2.12815 2.30988 -2.03787 0.2 -2.6 2.6
H 1.17647 -1.52068 -0.89157 1.6 2.0 1.4
C -2.57258 -1.79958 0.40404 1.0 1.0 -0.1
C -2.33954 -1.20154 -0.94193 -2.2 0.6 1.1
C -2.21922 0.25693 -0.87869 0.9 -2.3 2.9
N -1.96596 0.92159 0.29817 -1.5 -1.0 -0.9
C -2.17743 0.28149 1.52620 3.0 6.2 -1.7
C -2.45672 -0.98799 1.60109 -1.4 -4.6 0.8
H -2.70763 -2.82013 0.83788 0.0 0.3 -2.0
H -2.58233 -1.59795 -2.07500 0.9 0.3 3.5
H -2.26164 0.77636 -1.82037 0.3 0.6 0.0
H -1.86993 1.00852 2.38197 -1.0 -1.7 -1.3
H -2.62665 -1.45487 2.65921 0.3 0.6 -2.3
```
Forces are in eV/Å.

Properties
molecular weight	191.19	g mol⁻¹
SMILES	O=c1cc[nH]c(=O)[nH]1.c1ccncc1
maximum force	0.1562	hartree/bohr
HOMO-LUMO gap	9.798	eV
relative energy (zero: lowest compared OMol25 entry of this formula, charge and spin)	104.7	kcal/mol